# 1
{
  "formula": "H28O14",
  "method": "ωB97M-V/def2-TZVPD",
  "elements": ["O", "H", "H", "O", "H", "H", "O", "H", "H", "O", "H", "H", "O", "H", "H", "O", "H", "H", "O", "H", "H", "O", "H", "H", "O", "H", "H", "O", "H", "H", "O", "H", "H", "O", "H", "H", "O", "H", "H", "O", "H", "H"],
  "coordinates": [[-74.0205, -13.3644, -30.3183], [-73.7526, -13.8143, -29.5808], [-73.1699, -12.8924, -30.6687], [-71.5901, -12.3531, -31.3269], [-71.0287, -13.1425, -31.2765], [-71.4232, -11.9087, -32.2160], [-71.2082, -10.5835, -29.0002], [-71.0479, -11.3318, -29.5666], [-71.7827, -11.0749, -28.3533], [-75.1639, -11.6846, -31.0298], [-75.0405, -11.8247, -32.0340], [-74.8181, -12.3652, -30.5366], [-73.5963, -13.7788, -33.4113], [-74.0473, -14.4582, -32.6723], [-72.5935, -13.8577, -33.6083], [-76.5026, -14.7125, -29.6160], [-76.2730, -14.1279, -28.9500], [-76.5958, -14.1747, -30.2796], [-75.6983, -16.4202, -28.7420], [-75.7251, -17.2014, -29.3843], [-75.9271, -15.5292, -29.1903], [-75.0150, -13.2006, -27.7785], [-75.3768, -12.2985, -27.7119], [-74.7852, -13.6416, -26.9128], [-74.3991, -11.5112, -33.6799], [-75.2547, -11.9699, -34.1059], [-73.9173, -12.3493, -33.3806], [-73.3652, -11.7705, -27.0431], [-73.3906, -11.6589, -26.0753], [-74.0359, -12.2851, -27.3757], [-73.1500, -16.8177, -28.0193], [-73.9764, -16.6135, -28.2668], [-72.6086, -15.9338, -28.0909], [-72.4728, -14.4847, -28.1171], [-71.5819, -14.6048, -28.2465], [-72.4857, -13.6485, -27.5677], [-77.0312, -12.7161, -31.5567], [-76.1807, -12.3307, -31.3856], [-77.5598, -12.3552, -30.9447], [-74.0998, -15.5026, -31.7527], [-74.0442, -14.6363, -31.2157], [-73.3081, -16.0467, -31.6970]],
  "forces_ev_per_angstrom": [[3.520, -0.388, -2.523], [1.164, -2.068, 3.570], [-1.437, -0.720, 0.458], [0.392, 0.327, -1.256], [-0.024, 0.348, -0.367], [-0.357, -0.853, 1.734], [-0.979, -1.075, 1.495], [0.451, -0.057, -1.090], [0.421, 1.324, -0.286], [-0.004, 6.635, -3.564], [1.005, 1.185, 1.407], [0.910, -1.604, 1.463], [1.714, -0.977, 0.261], [2.246, 0.406, -2.594], [-2.830, -0.471, 0.880], [-3.234, 0.316, 1.950], [0.481, 2.065, 2.752], [-1.123, 4.603, -7.378], [1.766, -4.881, 0.979], [-0.017, 2.010, 1.360], [1.553, -4.171, -0.031], [-1.459, -1.806, 0.036], [-0.841, -0.738, 0.471], [-1.173, 0.698, -1.089], [-3.123, -1.362, -0.784], [2.867, 1.699, 1.162], [-0.387, 0.558, -0.870], [4.773, 3.285, 2.433], [-0.143, -0.075, -0.764], [-1.282, -1.471, -0.817], [7.297, 0.011, 1.339], [-5.415, 1.223, -1.521], [-2.502, -3.639, 0.559], [-2.297, 3.918, 1.013], [3.649, -0.455, -0.679], [-0.206, -0.881, -0.538], [-1.522, -4.973, -4.247], [0.236, 0.808, 0.551], [-3.368, 2.169, 3.217], [-0.976, 0.549, 0.679], [0.203, -1.756, 0.426], [0.051, 0.283, 0.203]],
  "charge": 0,
  "fmax_ev_per_a": 8.77,
  "relative_energy_kcal_mol": 215.5,
  "energy_ev": -29112.3089,
  "e_lumo_ev": -0.821,
  "homo_lumo_gap_ev": 8.72
}

---

# 2
{
  "formula": "C3H17N2O3",
  "method": "ωB97M-V/def2-TZVPD",
  "elements": ["N", "C", "C", "N", "C", "H", "H", "H", "H", "H", "H", "H", "H", "H", "H", "H", "H", "H", "O", "H", "H", "O", "H", "H", "O"],
  "coordinates": [[-0.1303, 0.8254, 1.0631], [0.2318, -0.6385, 1.2904], [0.2919, -1.3585, -0.0779], [-0.7448, -0.6852, -0.9353], [-0.3838, -0.7328, -2.3691], [0.7181, 1.4037, 0.9899], [-0.7618, 0.8957, 0.2427], [-0.7183, 1.1126, 1.8423], [1.1416, -0.6168, 1.8725], [-0.6324, -1.0012, 1.8532], [1.2930, -1.2572, -0.5007], [0.0764, -2.4178, -0.0961], [-1.5742, -1.2627, -0.8448], [-0.1679, 0.2182, -2.8434], [-1.1620, -1.1408, -3.0237], [0.4890, -1.3127, -2.6963], [1.5211, 4.9967, 1.5711], [2.6072, 5.2543, 2.6990], [2.1037, 4.5892, 2.2271], [-2.9385, -5.5784, -1.0920], [-4.1797, -4.7555, -1.5245], [-3.6747, -5.0539, -0.7654], [2.1385, 2.8452, -0.4445], [2.4748, 3.1059, 1.1024], [1.9815, 2.5650, 0.4601]],
  "forces_ev_per_angstrom": [[-0.456, -0.649, 0.683], [-1.261, 0.184, -0.488], [-0.304, 1.324, -0.482], [0.876, -1.011, -0.745], [0.037, -0.097, -1.604], [-0.009, 0.585, -0.384], [0.698, -0.380, -0.388], [0.427, 0.344, 0.239], [0.106, -0.436, 0.111], [0.473, -0.325, 0.199], [-0.171, 0.290, -0.178], [0.101, -0.298, 0.829], [-0.091, 0.193, 0.049], [-0.126, 0.685, 0.562], [-0.310, 0.000, 0.575], [0.038, -0.329, 0.960], [0.313, 0.324, 0.441], [-0.091, 0.349, -0.121], [-0.170, -0.599, -0.253], [-0.144, -0.036, -0.188], [0.039, -0.150, -0.180], [0.130, 0.211, 0.354], [0.314, 0.206, 0.135], [-0.085, 0.264, -0.322], [-0.333, -0.646, 0.198]],
  "charge": 1,
  "fmax_ev_per_a": 1.61,
  "relative_energy_kcal_mol": 39.5,
  "energy_ev": -12503.1465,
  "e_lumo_ev": -2.740,
  "homo_lumo_gap_ev": 10.75
}

---

# 3
{
  "formula": "C34H33NO7",
  "method": "ωB97M-V/def2-TZVPD",
  "elements": ["C", "C", "C", "C", "C", "C", "C", "C", "C", "C", "C", "C", "O", "C", "O", "C", "C", "O", "C", "O", "C", "C", "C", "C", "O", "C", "C", "C", "C", "O", "C", "C", "N", "C", "C", "C", "C", "C", "O", "C", "C", "C", "H", "H", "H", "H", "H", "H", "H", "H", "H", "H", "H", "H", "H", "H", "H", "H", "H", "H", "H", "H", "H", "H", "H", "H", "H", "H", "H", "H", "H", "H", "H", "H", "H"],
  "coordinates": [[5.2367, 1.8652, 3.5776], [3.8610, 1.2107, 3.6541], [2.7402, 2.2110, 3.9408], [2.3056, 3.0346, 2.7165], [1.5702, 2.1823, 1.7191], [0.2815, 1.8472, 1.9844], [-0.5159, 0.9947, 1.1569], [-1.7917, 0.5701, 1.4797], [-2.5092, 1.0089, 2.6652], [-3.5040, 0.3953, 3.3845], [-3.8835, 1.2999, 4.4017], [-3.1057, 2.4014, 4.2372], [-2.2696, 2.2410, 3.1931], [-2.4480, -0.4319, 0.6668], [-3.4110, -1.0923, 1.0110], [-1.9332, -0.6250, -0.7739], [-2.7579, 0.2796, -1.6939], [-2.1895, -1.9783, -1.1569], [-1.4124, -2.8456, -0.5040], [-0.5411, -2.4823, 0.2609], [-1.7141, -4.2520, -0.8169], [-2.7698, -4.6071, -1.6492], [-3.0344, -5.9354, -1.9220], [-2.2406, -6.9341, -1.3616], [-2.4104, -8.2654, -1.5622], [-3.4640, -8.6987, -2.3894], [-1.1793, -6.5768, -0.5230], [-0.9217, -5.2540, -0.2539], [-0.4552, -0.3369, -1.0042], [0.1144, -0.7470, -1.9957], [0.1758, 0.5378, -0.0194], [1.4685, 0.9038, -0.2394], [2.1854, 1.6939, 0.5858], [3.5172, 2.0574, 0.1298], [3.4381, 3.0415, -1.0126], [2.7787, 4.2569, -0.8502], [2.6827, 5.1485, -1.8944], [3.2444, 4.8483, -3.1381], [3.0941, 5.7944, -4.0992], [3.6156, 5.5435, -5.3828], [3.9014, 3.6342, -3.3056], [3.9879, 2.7444, -2.2484], [5.4923, 2.3150, 4.5345], [5.9956, 1.1250, 3.3362], [5.2755, 2.6467, 2.8216], [3.6454, 0.6716, 2.7296], [3.8790, 0.4724, 4.4579], [3.0679, 2.8962, 4.7253], [1.8677, 1.6712, 4.3124], [1.6162, 3.8081, 3.0618], [3.1654, 3.5427, 2.2848], [-0.1603, 2.2363, 2.8855], [-3.9037, -0.5790, 3.2042], [-4.6335, 1.1476, 5.1509], [-3.0449, 3.3305, 4.7693], [-3.8100, 0.0284, -1.5848], [-2.6019, 1.3211, -1.4230], [-2.4507, 0.1180, -2.7247], [-3.3866, -3.8343, -2.0794], [-3.8610, -6.1830, -2.5693], [-3.4040, -9.7859, -2.3967], [-3.3524, -8.3237, -3.4117], [-4.4374, -8.3931, -1.9931], [-0.5777, -7.3647, -0.0980], [-0.1073, -4.9659, 0.3928], [1.9656, 0.5459, -1.1297], [4.0930, 2.4750, 0.9539], [4.0252, 1.1476, -0.2029], [2.3291, 4.5047, 0.1001], [2.1728, 6.0912, -1.7774], [3.3688, 6.4217, -5.9770], [3.1568, 4.6595, -5.8364], [4.7028, 5.4186, -5.3574], [4.3433, 3.3654, -4.2515], [4.4987, 1.8039, -2.3976]],
  "forces_ev_per_angstrom": [[-0.172, -0.180, -0.034], [0.024, 0.200, 0.164], [0.104, -0.131, -0.117], [0.078, -0.077, 0.242], [-0.354, 0.030, 0.110], [0.178, 0.187, 0.071], [-0.241, -0.373, -0.107], [0.168, 0.415, 0.037], [-0.588, -0.785, 0.240], [0.465, 0.125, -0.329], [0.283, 0.612, 0.067], [-0.607, -0.207, 0.577], [0.212, 0.148, -0.294], [0.198, -0.125, -0.118], [0.056, 0.094, -0.125], [-0.181, -0.143, -0.112], [0.134, -0.332, 0.060], [-0.109, 0.298, -0.224], [0.326, -0.121, 0.290], [-0.229, -0.150, -0.036], [-0.143, -0.206, -0.124], [0.260, 0.163, 0.205], [-0.122, -0.390, -0.114], [0.095, 0.189, 0.082], [0.237, 0.176, 0.192], [-0.186, -0.067, -0.147], [-0.110, -0.168, -0.093], [-0.110, 0.145, -0.086], [0.023, -0.111, -0.420], [-0.164, 0.142, 0.183], [0.649, 0.418, 0.161], [-0.564, -0.293, -0.178], [-0.216, -0.183, 0.292], [0.411, 0.294, -0.272], [0.176, -0.168, -0.040], [0.068, 0.005, -0.136], [0.010, 0.066, -0.126], [0.029, -0.123, 0.137], [-0.118, 0.024, 0.319], [0.093, -0.047, -0.222], [-0.022, 0.276, -0.349], [-0.067, 0.031, 0.319], [0.061, 0.074, 0.075], [0.136, -0.001, -0.031], [0.054, 0.120, -0.088], [-0.028, -0.124, -0.019], [-0.031, -0.078, -0.074], [-0.035, 0.020, 0.069], [-0.043, 0.085, 0.044], [0.038, -0.002, -0.127], [-0.016, 0.087, -0.039], [0.093, 0.073, 0.042], [-0.013, -0.149, -0.107], [-0.139, 0.044, 0.178], [0.077, 0.137, 0.008], [-0.068, 0.023, 0.055], [-0.005, 0.101, 0.015], [0.050, 0.018, -0.053], [-0.062, 0.046, -0.041], [-0.056, -0.048, -0.044], [-0.043, 0.083, -0.029], [-0.011, -0.002, 0.048], [0.042, 0.001, -0.022], [0.074, -0.078, 0.054], [0.070, 0.003, 0.060], [0.052, 0.002, -0.054], [-0.088, -0.167, -0.020], [-0.025, 0.085, 0.107], [-0.079, 0.049, 0.117], [-0.069, 0.122, 0.016], [0.043, -0.088, 0.005], [0.027, 0.025, 0.025], [-0.045, -0.010, 0.004], [0.022, 0.012, -0.109], [0.041, -0.121, -0.008]],
  "charge": 0,
  "fmax_ev_per_a": 1.01,
  "relative_energy_kcal_mol": 0.0,
  "energy_ev": -51615.6212,
  "e_lumo_ev": 0.234,
  "smiles": "CCCCC1=CC2=C(c3ccco3)C(=O)[C@](C)(OC(=O)c3ccc(OC)cc3)C(=O)C2=CN1Cc1ccc(OC)cc1",
  "homo_lumo_gap_ev": 7.03
}